No. 1
{
  "formula": "C23H52O3P4SZr",
  "method": "ωB97M-V/def2-TZVPD",
  "total_charge": 4,
  "e_lumo_ev": [-15.8, -15.8],
  "energy_ha": -2942.3480,
  "orbital_gap_ev": [4.22, 4.28],
  "species": ["Zr", "P", "P", "P", "H", "C", "C", "H", "C", "C", "C", "C", "C", "C", "C", "C", "C", "H", "H", "H", "H", "H", "H", "H", "H", "H", "H", "H", "H", "H", "H", "H", "H", "H", "H", "H", "H", "H", "H", "H", "H", "H", "H", "H", "H", "H", "C", "C", "C", "C", "C", "C", "S", "H", "H", "H", "H", "H", "H", "C", "C", "O", "P", "O", "C", "C", "O", "C", "C", "H", "H", "H", "H", "H", "H", "H", "H", "H", "H", "H", "H", "H", "H", "H"],
  "positions_angstrom": [[-0.39, 0.40, -0.44], [-2.16, 2.19, -0.51], [-2.30, -1.74, 0.62], [1.93, 1.96, -1.32], [-0.62, -4.67, -1.38], [0.10, -4.08, -1.96], [1.30, -3.76, -1.46], [1.60, -3.82, -0.40], [-3.34, 2.33, -1.92], [-3.20, 2.29, 1.01], [-1.22, 3.76, -0.48], [-2.11, -3.51, 1.07], [-3.05, -1.31, 2.26], [-3.83, -1.81, -0.36], [3.41, 0.96, -1.72], [2.67, 3.21, -0.19], [1.65, 2.90, -2.84], [-0.28, -3.74, -2.93], [2.07, -3.30, -2.08], [-4.09, 3.11, -1.81], [-3.88, 1.38, -2.06], [-2.79, 2.53, -2.85], [-3.66, 3.24, 1.27], [-2.55, 2.04, 1.86], [-3.96, 1.50, 0.97], [-1.85, 4.64, -0.34], [-0.63, 3.91, -1.39], [-0.48, 3.76, 0.32], [-3.07, -3.99, 1.30], [-1.50, -3.59, 1.96], [-1.63, -4.08, 0.29], [-4.02, -1.78, 2.43], [-3.16, -0.22, 2.30], [-2.37, -1.60, 3.06], [-4.53, -2.54, 0.05], [-3.59, -2.10, -1.38], [-4.30, -0.82, -0.38], [4.19, 1.51, -2.25], [3.08, 0.13, -2.33], [3.86, 0.56, -0.80], [3.65, 3.54, -0.54], [2.78, 2.75, 0.80], [2.02, 4.08, -0.09], [2.47, 2.82, -3.56], [1.52, 3.96, -2.59], [0.73, 2.54, -3.31], [0.68, -0.99, -4.57], [0.22, -0.31, -5.75], [0.40, -0.87, -7.00], [1.15, -2.03, -7.19], [1.69, -2.70, -6.08], [1.49, -2.15, -4.77], [0.16, -0.53, -3.02], [-1.20, 0.58, 1.10], [-0.33, 0.61, -5.59], [-0.08, -0.40, -7.89], [1.33, -2.45, -8.19], [2.25, -3.64, -6.17], [1.91, -2.67, -3.90], [2.71, -2.91, 3.49], [1.57, -2.49, 2.60], [1.79, -1.12, 2.11], [0.75, 0.06, 1.87], [-0.28, -0.09, 3.15], [0.09, -0.15, 4.51], [-1.04, 0.35, 5.36], [1.63, 1.38, 2.40], [0.99, 2.54, 2.96], [1.92, 3.12, 3.99], [3.67, -2.82, 2.97], [2.57, -3.96, 3.80], [2.74, -2.32, 4.43], [1.51, -3.11, 1.70], [0.61, -2.53, 3.13], [0.31, -1.19, 4.77], [1.00, 0.44, 4.70], [-1.31, 1.38, 5.12], [-1.92, -0.29, 5.26], [-0.76, 0.36, 6.42], [0.78, 3.24, 2.13], [0.03, 2.28, 3.43], [2.01, 2.46, 4.85], [2.91, 3.30, 3.59], [1.55, 4.07, 4.38]]
}

---

No. 2
{
  "formula": "C23H53ClN5O14P2",
  "method": "ωB97M-V/def2-TZVPD",
  "total_charge": -1,
  "e_lumo_ev": 1.8,
  "energy_ha": -3377.5884,
  "orbital_gap_ev": 4.96,
  "species": ["C", "C", "C", "C", "C", "P", "Cl", "C", "C", "C", "C", "C", "C", "C", "C", "C", "C", "O", "C", "C", "C", "O", "P", "O", "O", "H", "H", "H", "H", "H", "H", "H", "H", "H", "H", "H", "H", "H", "H", "H", "H", "H", "H", "H", "H", "H", "H", "H", "H", "H", "H", "H", "H", "H", "H", "H", "H", "H", "H", "H", "H", "H", "H", "C", "N", "O", "O", "H", "H", "H", "C", "N", "O", "O", "H", "H", "H", "C", "N", "O", "O", "H", "H", "H", "C", "N", "O", "O", "H", "H", "H", "C", "N", "O", "O", "H", "H", "H"],
  "positions_angstrom": [[-3.29, 0.67, -0.82], [-3.34, 0.07, -1.88], [-3.07, -0.91, -3.04], [-1.86, -0.44, -4.01], [-0.52, -0.76, -3.22], [1.07, 0.12, -3.88], [2.00, -1.84, -3.98], [1.75, 0.49, -2.12], [2.93, -0.47, -1.61], [3.49, 0.26, -0.28], [4.17, -0.76, 0.72], [3.10, -1.75, 1.36], [2.91, -1.60, 2.93], [1.54, -2.36, 3.29], [0.36, -1.35, 3.52], [-1.09, -1.97, 3.28], [-1.83, -1.37, 1.99], [0.30, 1.67, -4.06], [-0.23, 2.32, -2.95], [-1.32, 3.38, -3.50], [-1.15, 4.74, -2.68], [-2.67, 2.95, -3.28], [0.57, -0.21, -6.05], [0.10, -1.80, -6.38], [-0.52, 0.97, -6.65], [-3.16, 1.43, -0.02], [-4.02, -1.07, -3.63], [-2.76, -1.93, -2.66], [-2.02, -1.03, -4.96], [-2.05, 0.64, -4.22], [-0.74, -0.59, -2.13], [-0.36, -1.88, -3.33], [2.30, 0.73, -4.38], [0.98, 0.43, -1.30], [2.27, 1.51, -2.13], [3.81, -0.49, -2.30], [2.57, -1.46, -1.25], [2.57, 0.71, 0.22], [4.24, 1.06, -0.56], [4.73, -0.21, 1.54], [4.93, -1.41, 0.19], [3.34, -2.82, 1.12], [2.10, -1.51, 0.89], [3.75, -2.09, 3.50], [2.86, -0.51, 3.23], [1.32, -3.04, 2.41], [1.72, -3.06, 4.16], [0.49, -0.50, 2.79], [0.39, -0.97, 4.58], [-1.72, -1.68, 4.18], [-1.10, -3.09, 3.20], [-2.44, -2.20, 1.53], [-1.10, -1.01, 1.21], [-2.56, -0.56, 2.31], [-0.76, 1.75, -2.14], [0.54, 2.99, -2.43], [-1.07, 3.60, -4.57], [-1.39, 4.61, -1.58], [-1.80, 5.56, -3.10], [-0.09, 5.14, -2.75], [-2.94, 3.07, -2.35], [-0.33, -2.25, -5.62], [-1.44, 0.63, -6.68], [-1.09, -6.65, 1.58], [-0.44, -5.32, 1.69], [0.47, -5.21, 2.49], [-0.86, -4.44, 0.96], [-0.62, -7.34, 2.28], [-2.14, -6.52, 1.82], [-0.97, -7.00, 0.56], [0.88, -1.50, 8.33], [0.44, -2.54, 7.35], [1.24, -3.42, 7.08], [-0.69, -2.43, 6.91], [1.89, -1.72, 8.64], [0.83, -0.54, 7.82], [0.19, -1.54, 9.17], [-6.02, -1.06, 0.89], [-5.51, -2.36, 1.39], [-5.22, -2.44, 2.57], [-5.42, -3.26, 0.58], [-6.05, -0.36, 1.72], [-5.34, -0.71, 0.12], [-7.02, -1.23, 0.50], [-0.90, 7.37, -5.95], [-0.54, 7.91, -4.62], [-1.23, 7.58, -3.67], [0.43, 8.65, -4.57], [-1.77, 6.73, -5.84], [-1.12, 8.21, -6.60], [-0.05, 6.80, -6.32], [5.19, 2.45, 4.98], [3.84, 2.02, 4.52], [3.46, 2.42, 3.44], [3.20, 1.31, 5.28], [5.63, 3.08, 4.21], [5.06, 3.00, 5.91], [5.78, 1.55, 5.13]]
}

---

No. 3
{
  "formula": "C23H54N7O4P2S",
  "method": "ωB97M-V/def2-TZVPD",
  "de_lowest_kcal_mol": 229.65,
  "total_charge": 1,
  "e_lumo_ev": -4.5,
  "energy_ha": -2672.9902,
  "orbital_gap_ev": 4.49,
  "species": ["O", "C", "C", "C", "C", "C", "C", "C", "C", "C", "O", "C", "S", "C", "N", "H", "H", "H", "H", "H", "H", "H", "H", "H", "H", "H", "H", "H", "H", "H", "H", "H", "H", "O", "P", "N", "C", "C", "N", "C", "C", "N", "C", "C", "H", "H", "H", "H", "H", "H", "H", "H", "H", "H", "H", "H", "H", "H", "H", "H", "H", "H", "O", "P", "N", "C", "C", "N", "C", "C", "N", "C", "C", "H", "H", "H", "H", "H", "H", "H", "H", "H", "H", "H", "H", "H", "H", "H", "H", "H", "H"],
  "positions_angstrom": [[9.83, 2.27, 2.07], [9.06, 2.97, 3.10], [9.23, 4.60, 3.11], [8.69, 5.36, 1.76], [7.71, 4.39, 0.88], [6.20, 4.09, 1.48], [5.13, 3.08, 0.71], [3.63, 2.69, 1.24], [3.14, 3.48, 2.59], [4.04, 3.14, 3.94], [4.25, 4.47, 4.61], [5.70, 2.44, -0.72], [4.71, 1.30, -1.84], [7.24, 2.85, -1.23], [8.16, 3.77, -0.43], [9.19, 1.55, 1.73], [7.95, 2.58, 3.04], [9.48, 2.58, 4.15], [10.36, 4.83, 3.38], [8.60, 5.04, 4.03], [9.58, 5.83, 1.16], [8.01, 6.27, 2.13], [5.91, 4.62, 2.49], [2.79, 2.81, 0.41], [3.64, 1.53, 1.50], [2.04, 3.08, 2.84], [3.03, 4.65, 2.46], [5.13, 2.74, 3.68], [3.54, 2.36, 4.66], [5.25, 4.59, 4.71], [5.13, -0.04, -1.74], [7.68, 2.42, -2.24], [9.14, 4.02, -0.75], [0.53, 1.39, 0.53], [-0.72, 1.29, -0.38], [-1.75, 1.48, 0.94], [-2.78, 0.63, 1.49], [-1.99, 2.86, 1.33], [-0.36, -0.34, -0.81], [-0.66, -1.46, 0.07], [1.01, -0.52, -1.30], [-2.16, 1.17, -1.42], [-2.99, -0.01, -1.66], [-1.86, 1.79, -2.72], [-3.75, 0.82, 1.03], [-2.89, 0.81, 2.57], [-2.56, -0.43, 1.42], [-2.78, 3.31, 0.72], [-1.08, 3.47, 1.21], [-2.27, 2.95, 2.39], [-0.29, -1.30, 1.09], [-0.22, -2.39, -0.30], [-1.73, -1.67, 0.10], [1.73, -0.60, -0.48], [1.31, 0.33, -1.93], [1.09, -1.42, -1.92], [-2.48, -0.77, -2.27], [-3.90, 0.28, -2.21], [-3.35, -0.47, -0.75], [-1.21, 1.15, -3.33], [-1.35, 2.75, -2.57], [-2.78, 2.01, -3.28], [-4.55, -2.76, -0.70], [-4.98, -4.10, -1.36], [-5.56, -3.29, -2.73], [-6.87, -3.23, -3.33], [-4.54, -2.97, -3.72], [-6.14, -4.42, -0.14], [-7.45, -3.77, -0.12], [-5.60, -4.33, 1.22], [-5.47, -5.63, -2.12], [-6.80, -6.23, -2.14], [-4.50, -6.68, -1.76], [-7.02, -4.03, -4.05], [-7.01, -2.28, -3.86], [-7.68, -3.25, -2.61], [-4.35, -3.83, -4.38], [-3.60, -2.69, -3.24], [-4.83, -2.11, -4.34], [-7.38, -2.68, -0.24], [-7.99, -3.97, 0.81], [-8.11, -4.18, -0.89], [-5.54, -3.29, 1.57], [-4.59, -4.75, 1.26], [-6.21, -4.89, 1.93], [-7.11, -6.61, -1.16], [-6.82, -7.08, -2.84], [-7.57, -5.55, -2.51], [-4.64, -7.00, -0.72], [-3.48, -6.30, -1.86], [-4.59, -7.55, -2.42]]
}

---

No. 4
{
  "formula": "C23H54N8O15P3S2",
  "method": "ωB97M-V/def2-TZVPD",
  "total_charge": 1,
  "e_lumo_ev": -2.2,
  "energy_ha": -4295.0224,
  "orbital_gap_ev": 7.98,
  "species": ["C", "C", "O", "N", "C", "C", "C", "C", "P", "C", "C", "C", "S", "C", "S", "N", "C", "C", "O", "C", "C", "P", "C", "C", "P", "C", "O", "H", "H", "H", "H", "H", "H", "H", "H", "H", "H", "H", "H", "H", "H", "H", "H", "H", "H", "H", "H", "H", "H", "H", "H", "H", "H", "H", "H", "H", "H", "H", "H", "H", "H", "H", "H", "C", "N", "O", "O", "H", "H", "H", "C", "N", "O", "O", "H", "H", "H", "C", "N", "O", "O", "H", "H", "H", "C", "N", "O", "O", "H", "H", "H", "C", "N", "O", "O", "H", "H", "H", "C", "N", "O", "O", "H", "H", "H"],
  "positions_angstrom": [[6.87, -2.05, -1.54], [7.29, -0.90, -2.43], [8.33, -0.97, -3.08], [6.47, 0.28, -2.52], [5.01, 0.04, -2.56], [4.33, 0.76, -3.74], [3.35, 1.85, -3.28], [1.88, 1.39, -3.18], [1.12, 1.38, -1.51], [-0.41, 2.39, -1.60], [-1.51, 1.95, -0.64], [-2.42, 0.83, -1.13], [-2.79, 0.91, -2.93], [-2.19, -0.64, -3.65], [-0.70, -0.59, -4.33], [-2.98, -1.77, -3.73], [-2.33, -3.01, -3.27], [-2.33, -3.08, -1.76], [-3.66, -3.12, -1.30], [-4.39, -1.97, -1.67], [-4.33, -1.67, -3.16], [2.41, 2.21, 0.02], [1.73, 3.79, 0.66], [2.60, 1.03, 1.40], [0.64, -0.74, -1.04], [2.27, -1.58, -0.86], [0.02, -0.75, 0.49], [7.73, -2.68, -1.37], [6.15, -2.66, -2.08], [6.39, -1.73, -0.62], [6.65, 0.90, -1.74], [4.78, -1.02, -2.63], [4.58, 0.45, -1.65], [3.78, 0.03, -4.33], [5.07, 1.19, -4.42], [3.38, 2.62, -4.05], [3.72, 2.33, -2.38], [1.75, 0.42, -3.64], [1.27, 2.07, -3.78], [-0.73, 2.52, -2.63], [-0.05, 3.37, -1.27], [-2.11, 2.80, -0.31], [-1.01, 1.60, 0.27], [-3.38, 0.93, -0.63], [-2.06, -0.16, -0.88], [-2.97, -3.83, -3.59], [-1.37, -3.19, -3.71], [-1.74, -2.28, -1.31], [-1.87, -4.02, -1.47], [-5.44, -2.20, -1.45], [-4.14, -1.10, -1.06], [-4.81, -0.73, -3.40], [-4.93, -2.44, -3.65], [0.67, 3.73, 0.87], [2.25, 3.98, 1.59], [1.96, 4.57, -0.06], [3.29, 0.22, 1.17], [1.65, 0.69, 1.80], [3.06, 1.60, 2.20], [2.23, -2.15, 0.07], [3.12, -0.90, -0.77], [2.41, -2.29, -1.67], [0.66, -1.03, 1.15], [-5.76, -1.62, 1.99], [-5.98, -0.20, 1.64], [-5.13, 0.61, 1.97], [-6.99, 0.08, 1.04], [-4.82, -1.71, 2.52], [-6.58, -1.95, 2.61], [-5.74, -2.18, 1.06], [-0.07, 3.69, 4.71], [0.64, 2.77, 3.79], [-0.03, 2.04, 3.09], [1.86, 2.81, 3.79], [-1.13, 3.54, 4.60], [0.25, 3.45, 5.72], [0.22, 4.70, 4.44], [-0.11, -7.49, -2.46], [-0.33, -6.06, -2.77], [0.49, -5.25, -2.39], [-1.33, -5.78, -3.39], [0.82, -7.58, -1.90], [-0.95, -7.83, -1.87], [-0.05, -8.03, -3.40], [-9.13, -1.65, 5.91], [-8.14, -1.82, 4.81], [-7.11, -1.18, 4.87], [-8.44, -2.58, 3.92], [-8.73, -0.94, 6.63], [-10.05, -1.29, 5.47], [-9.28, -2.63, 6.37], [7.65, 3.51, -3.09], [7.08, 4.33, -1.99], [6.58, 5.40, -2.27], [7.13, 3.86, -0.88], [7.52, 4.04, -4.03], [8.70, 3.35, -2.88], [7.11, 2.57, -3.09], [-2.51, 2.73, 8.94], [-1.49, 2.84, 7.86], [-0.50, 3.50, 8.08], [-1.72, 2.25, 6.82], [-2.17, 3.30, 9.79], [-3.44, 3.13, 8.54], [-2.62, 1.68, 9.18]]
}